A.
{"formula": "C9H15NO2", "method": "wB97M-V/def2-TZVPD", "elements": ["C", "C", "C", "C", "C", "C", "C", "C", "C", "O", "N", "O", "H", "H", "H", "H", "H", "H", "H", "H", "H", "H", "H", "H", "H", "H", "H"], "coordinates": [[0.0660, 2.3626, 1.4288], [0.1103, 1.3158, 0.6121], [-0.8644, 0.3332, 0.0865], [-1.4265, 0.8271, -1.1940], [-1.9690, -0.0261, 1.0838], [0.3349, -0.7045, -0.0579], [0.5485, -1.6955, 1.0590], [0.4268, -1.6277, -1.3666], [1.3894, 0.4560, -0.0737], [1.4522, 1.0092, -1.3007], [2.8347, -0.2640, 0.1747], [3.5674, -0.0304, -0.7582], [0.7923, 3.0687, 1.6337], [-0.9687, 2.6750, 1.4975], [-2.2232, 1.5396, -0.9869], [-1.8376, 0.1337, -1.9182], [-0.8665, 1.5638, -1.6986], [-2.8904, 0.6987, 1.2313], [-1.4895, -0.0004, 2.1981], [-2.4354, -0.9099, 0.8164], [1.4987, -2.2012, 0.9870], [-0.2387, -2.4566, 1.0794], [0.4162, -1.1284, 1.9535], [-0.1899, -2.4854, -1.1252], [1.4198, -2.0021, -1.3155], [0.3666, -1.0201, -2.3438], [2.1761, 0.5690, -1.7025]], "lowdin_charge": [0.102, -0.129, -0.458, -0.043, -0.038, -0.390, -0.058, -0.010, -0.310, 0.018, 0.101, 0.010, 0.045, 0.074, 0.088, 0.094, 0.073, 0.118, 0.133, 0.044, 0.080, 0.092, 0.073, 0.076, 0.051, 0.112, 0.053], "smiles": "C=C1C(C)(C)C(C)(C)[C@]1(O)N=O"}

***

B.
{"formula": "C9H15NO2", "method": "wB97M-V/def2-TZVPD", "elements": ["C", "C", "C", "C", "C", "C", "C", "C", "C", "H", "H", "H", "H", "H", "H", "H", "H", "H", "H", "H", "H", "H", "H", "H", "N", "O", "O"], "coordinates": [[2.3791, -1.3487, -0.8810], [0.9780, -0.8462, -1.3879], [0.0301, -0.2284, -0.3299], [-1.5855, -0.2189, -0.8899], [-1.8503, 0.4718, -2.3735], [-0.1026, -1.0611, 0.8539], [-0.4537, -0.3542, 2.3012], [-0.8300, 1.1298, 2.2711], [0.3515, 1.2460, -0.1120], [3.0747, -1.4404, -1.8729], [3.1175, -0.6209, -0.0823], [2.5197, -2.6642, -0.6431], [1.3272, 0.1712, -2.0801], [0.5238, -1.6465, -1.9878], [-1.8010, -1.2326, -0.9076], [-2.3414, 0.3364, -0.3439], [-1.3153, -0.2108, -3.0310], [-2.9013, 0.2550, -2.7063], [-1.7267, 1.5005, -2.2979], [0.4704, -0.6194, 3.1511], [-1.2892, -1.1606, 2.6268], [-0.3359, 1.8844, 2.9534], [-1.8907, 1.3371, 2.1347], [0.4168, 2.7278, 1.3787], [-0.1316, 1.7950, 1.0519], [0.0067, -2.3403, 0.8450], [1.1899, 1.8500, -0.8909]], "lowdin_charge": [-0.172, -0.223, -0.312, -0.068, -0.045, -0.308, -0.086, -0.158, -0.400, 0.073, 0.142, 0.137, 0.176, 0.109, 0.072, 0.095, 0.059, 0.080, 0.040, 0.182, 0.147, 0.124, 0.099, 0.199, 0.039, 0.025, -0.026]}

***

Result of the stability comparison: A is the least stable of them.

***

A.
{"formula": "C3H3FOS", "method": "wB97M-V/def2-TZVPD", "elements": ["C", "C", "C", "O", "F", "S", "H", "H", "H"], "coordinates": [[0.0594, -2.0674, -0.3808], [0.1273, 1.0603, -0.3375], [-0.2678, 0.1183, 0.6953], [0.5348, -1.7212, -1.3462], [-1.4969, -0.4020, 0.3834], [1.3481, 2.0814, -0.2408], [-0.3011, 0.6127, 1.7463], [-0.4968, 0.9878, -1.3167], [0.4930, -0.6698, 0.7970]], "lowdin_charge": [0.031, -0.700, -0.391, 0.079, -0.066, 0.723, 0.161, 0.106, 0.056]}

***

B.
{"formula": "C3H3FOS", "method": "wB97M-V/def2-TZVPD", "elements": ["O", "C", "C", "F", "C", "S", "H", "H", "H"], "coordinates": [[-2.5428, -0.7641, -0.0811], [-1.6751, -0.0883, 0.4802], [-0.4924, 0.3364, -0.3464], [-0.1958, 1.5684, -0.0465], [0.6204, -0.6648, -0.2950], [2.1028, -0.2726, 0.1514], [-1.8059, 0.1370, 1.5387], [-0.7410, 0.3970, -1.3718], [0.2900, -1.6751, -0.5562]], "lowdin_charge": [0.052, -0.144, -0.480, 0.040, -0.597, 0.765, 0.137, 0.149, 0.078], "smiles": "O=C[C@@H](F)C=S"}

***

Result of the stability comparison: A is the least stable of them.

***

A.
{"formula": "C4H11NO2S", "method": "wB97M-V/def2-TZVPD", "elements": ["C", "C", "C", "S", "N", "C", "O", "H", "H", "H", "H", "H", "H", "H", "H", "H", "H", "H", "O"], "coordinates": [[-0.9832, -1.2683, -0.9054], [0.0574, -0.4919, -0.1057], [1.5549, -0.5139, -0.4027], [2.0273, 0.5818, -1.8354], [-0.1437, -0.8746, 1.3555], [-1.3692, -0.1946, 2.0754], [-2.2484, -1.0862, 2.5286], [-1.9684, -0.9283, -0.5222], [-1.0492, -2.3346, -0.6856], [-0.9530, -0.9356, -1.9437], [-0.3315, 0.5277, -0.1164], [2.1547, -0.3736, 0.4944], [1.8763, -1.5084, -0.7580], [-0.4485, -1.8427, 1.2606], [-0.7969, 0.3908, 2.7949], [-1.8898, 0.4053, 1.2555], [-0.3607, 1.9085, -0.1747], [0.0538, 3.0392, -0.9640], [-0.7550, 2.7340, -0.5282]], "lowdin_charge": [-0.088, -0.517, -0.705, -0.011, -0.056, -0.549, -0.385, 0.070, 0.062, 0.055, 0.046, 0.025, 0.017, 0.044, 0.056, 0.080, -0.017, 0.000, -0.129], "charge": -2}

***

B.
{"formula": "C4H11NO2S", "method": "wB97M-V/def2-TZVPD", "elements": ["C", "N", "C", "O", "C", "C", "S", "H", "H", "H", "H", "H", "H", "H", "H", "H", "H", "H", "O"], "coordinates": [[-0.4436, -0.1689, 1.4925], [-1.4587, 0.8946, 1.2477], [-1.6597, 1.9355, 2.4726], [-1.6760, 3.0580, 1.9415], [0.0875, -0.9330, 0.1866], [1.6160, -0.9145, -0.0940], [2.1293, -1.3546, -1.8487], [-1.0088, -0.9211, 2.2407], [0.4738, 0.2091, 2.0339], [-1.3588, 1.4447, 0.2990], [-0.9204, 1.8428, 3.2049], [-2.6685, 1.7129, 2.9465], [-0.4093, -0.5280, -0.6966], [-0.0826, -2.0277, 0.2445], [2.1503, -1.7006, 0.4727], [1.9112, 0.1898, 0.0925], [-0.6865, -0.2735, -2.3507], [0.1367, -1.1989, -3.2312], [-0.6986, -0.9146, -3.0361]], "lowdin_charge": [-0.301, -0.104, -0.635, -0.308, -0.292, -0.733, 0.069, 0.109, 0.079, 0.107, 0.034, 0.055, 0.038, 0.086, 0.009, 0.058, -0.026, -0.142, -0.105], "charge": -2}

***

Result of the stability comparison: B is the least stable of them.

***

A.
{"formula": "C5H15N3P", "method": "wB97M-V/def2-TZVPD", "elements": ["C", "C", "C", "C", "C", "N", "N", "N", "P", "H", "H", "H", "H", "H", "H", "H", "H", "H", "H", "H", "H", "H", "H", "H"], "coordinates": [[-0.1373, -0.3442, 0.7129], [-1.0201, -1.9122, -2.4030], [-0.4873, 0.7094, -1.3864], [2.1814, 1.4284, 0.6865], [-1.4501, -1.4504, -0.9921], [-0.5464, -0.4239, -0.4979], [0.8847, 1.6667, 1.3604], [-0.1000, -1.1513, 1.7097], [0.4553, 1.6608, 2.9960], [-1.8396, -1.8067, -3.1348], [-0.1847, -1.2449, -2.7867], [-0.7212, -2.9251, -2.4183], [0.1888, 1.4475, -0.8781], [-0.1158, 0.2948, -2.3103], [-1.4093, 1.2559, -1.5480], [2.0539, 1.1371, -0.3997], [2.5185, 2.3364, 0.4115], [2.8137, 0.7875, 1.1880], [-2.4945, -1.0332, -1.2212], [-1.6430, -2.2160, -0.2192], [-0.7431, -2.0729, 1.8154], [0.2483, -0.9195, 2.6615], [1.6611, 1.8328, 3.6146], [-0.1132, 2.9428, 3.0393]], "lowdin_charge": [-0.168, -0.056, -0.022, -0.151, -0.171, -0.133, -0.317, 0.118, 0.826, 0.094, 0.084, 0.061, 0.080, 0.072, 0.113, 0.096, 0.050, 0.057, 0.150, 0.117, 0.201, 0.072, -0.100, -0.072], "charge": 1}

***

B.
{"formula": "C5H15N3P", "method": "wB97M-V/def2-TZVPD", "elements": ["C", "C", "P", "C", "C", "N", "C", "N", "N", "H", "H", "H", "H", "H", "H", "H", "H", "H", "H", "H", "H", "H", "H", "H"], "coordinates": [[-0.8451, 3.0025, 0.6011], [0.1576, 1.8640, 1.2192], [0.3432, 0.2814, 0.1691], [-0.6751, 0.3290, -1.4450], [0.3818, 0.5930, -2.6828], [-0.1682, -1.1279, 1.1592], [0.4474, -2.3718, 0.9711], [1.9377, -2.6119, 1.0862], [-0.4367, -3.5522, 0.6258], [-1.8445, 3.0304, 1.2339], [-0.3206, 4.0551, 0.8056], [-1.0118, 2.9504, -0.5556], [1.2166, 2.3880, 1.3610], [-0.2068, 1.6151, 2.3286], [-1.6015, 1.0443, -1.4341], [-1.1126, -0.7686, -1.6145], [0.3403, -0.3416, -3.4246], [1.4935, 0.5741, -2.2485], [0.1645, 1.5604, -3.3047], [-0.9251, -1.0517, 1.8766], [2.3335, -2.1891, 1.9754], [2.4649, -2.2256, 0.2682], [-1.2260, -3.6048, 1.3278], [-0.9071, -3.4423, -0.2991]], "lowdin_charge": [-0.177, -0.413, 0.957, -0.411, -0.186, -0.151, -0.244, 0.100, 0.078, 0.094, 0.098, 0.065, 0.095, 0.097, 0.082, 0.088, 0.091, 0.065, 0.088, 0.135, 0.122, 0.108, 0.116, 0.101], "smiles": "CCP(CC)NC(N)=[NH2+]", "charge": 1}

***

Result of the stability comparison: A is the least stable of them.